29
Properties=species:S:1:pos:R:3:forces:R:3 method="wB97M-V/def2-TZVPD" spin_multiplicity=5 relative_energy_kj_mol=274.79 total_energy_ev=-54987.849 lumo_ev="-0.5 / -0.5"
C -0.96920 0.06182 -1.65198 -1.36 -0.27 0.67
C -1.61484 0.19452 -2.91871 -0.28 -0.19 0.74
C -3.02202 0.03042 -2.73072 0.95 -0.03 0.84
C -3.26282 -0.20474 -1.34344 0.83 0.12 -0.18
C -2.01489 -0.19161 -0.65666 0.70 0.28 -1.25
Ho 0.96824 -0.48080 1.30914 -0.54 4.34 -2.76
P 2.47683 1.72224 2.21789 0.44 0.78 0.12
H 0.10927 0.15340 -1.45215 -0.19 0.03 -0.17
H -1.10833 0.38173 -3.86423 -0.16 -0.03 0.22
H -3.77978 0.08068 -3.51013 0.20 -0.02 0.19
H -1.86513 -0.33878 0.42103 -0.14 -0.02 -0.24
H -4.23022 -0.36675 -0.87358 0.18 0.04 -0.14
H 1.85548 2.60505 3.17303 0.49 0.01 -0.12
H 2.86555 2.71264 1.24602 -0.21 -0.53 0.49
H 3.75355 1.58421 2.86798 -0.61 0.28 -0.16
C 0.97528 -4.62996 2.42687 0.06 -1.65 0.68
P 1.24234 -2.95643 2.02240 -1.51 2.61 -1.46
C 2.32754 -2.03890 3.15766 0.47 -0.66 0.79
C 2.07669 -2.64638 0.40633 0.09 -1.58 0.52
O -0.09229 -2.12783 1.97074 0.31 -3.64 1.46
H 0.63345 -5.18799 1.54060 0.08 0.34 0.23
H 0.20513 -4.71455 3.21039 0.22 0.15 -0.24
H 1.90068 -5.10010 2.79606 -0.25 0.13 -0.16
H 3.28873 -2.56771 3.19319 -0.04 0.34 0.08
H 2.56860 -0.94458 2.93971 -0.12 -1.12 -0.17
H 1.88185 -2.08589 4.16272 0.11 0.04 -0.22
H 2.48843 -1.59807 0.15098 0.17 -0.12 0.34
H 2.97935 -3.26602 0.47002 0.05 0.24 -0.41
H 1.46319 -3.00901 -0.43271 0.06 0.13 0.30